# C2H5N3O3S

A single C2H5N3O3S molecule (ωB97M-V with the def2-TZVPD basis set, OMol25).

Geometry as XYZ:
```
14
Properties=species:S:1:pos:R:3:forces:R:3
C 0.53210 -0.42990 0.79086 -1.4 0.4 1.1
C -1.30565 0.36011 -0.46321 -2.2 -0.4 -2.4
N 1.03375 0.48209 -1.50013 -0.5 -0.5 2.4
N 1.96261 -0.34913 0.85310 0.1 0.6 -0.4
N 0.11864 0.14736 -0.35093 -1.5 -0.7 -1.0
O -0.19535 -0.70404 1.74322 1.3 0.0 -1.4
O 3.39885 1.30089 -0.89976 -0.8 -0.3 -0.4
O 1.51899 2.19130 0.38276 0.1 0.0 0.0
S 2.01324 1.22659 -0.55008 2.0 1.0 0.2
H -1.51477 0.70883 -1.55289 0.4 -1.1 1.7
H -1.86114 -0.66351 -0.25368 1.0 2.3 -0.4
H -1.76471 1.21445 0.10535 0.9 -1.0 0.2
H 2.47044 -1.18636 0.60095 0.2 0.0 0.2
H 2.17797 0.06610 1.74805 0.5 -0.4 0.3
```
Forces are in eV/Å.

Calculated values
Energy above the lowest of the compared OMol25 structures with the same formula, charge and spin   67.6 kJ/mol
HOMO level   -0.3581 hartree
Molecular weight   151.15 g mol⁻¹
Max |F|   3.33 eV Å⁻¹
Spin multiplicity   1
Gap between HOMO and LUMO   10.03 eV
SMILES string   C[N@@+]12N=S1([O-])([O-])[NH2+]C2=O
E_LUMO   0.281 eV



# HNO2S2

2 unconnected molecules or ions with the total composition HNO2S2 (ωB97M-V with the def2-TZVPD basis set, OMol25).

Geometry as XYZ:
```
6
Properties=species:S:1:pos:R:3:forces:R:3
N -1.43788 -0.19813 -0.99681 -1.5 -1.0 1.3
O -2.01247 -1.18661 -1.32651 0.2 0.0 -0.3
O -0.65176 0.52156 -1.45577 0.9 0.7 -1.4
S 1.29634 0.15416 1.96867 -0.8 1.0 1.1
S 0.94814 1.46373 0.55766 0.3 0.5 0.2
H 1.85763 -0.75471 1.25276 0.9 -1.4 -0.8
```
Forces are in eV/Å.

Calculated values
Energy above the lowest of the compared OMol25 structures with the same formula, charge and spin   207.9 kJ/mol
HOMO level (alpha / beta)   -0.3403 / -0.3259 hartree
Molecular weight   111.15 g mol⁻¹
Max |F|   2.20 eV Å⁻¹
Spin multiplicity   1
Gap between HOMO and LUMO (alpha / beta)   7.58 / 7.38 eV
E_LUMO (alpha / beta)   -1.676 / -1.486 eV



# C19H38Cl6O9

7 unconnected molecules or ions with the total composition C19H38Cl6O9 (ωB97M-V with the def2-TZVPD basis set, OMol25).

Geometry as XYZ:
```
72
Properties=species:S:1:pos:R:3:forces:R:3
C 0.45193 -0.08669 0.54865 -0.9 0.1 0.3
Cl 0.23419 1.41832 1.52010 0.8 -0.5 -0.5
Cl 1.17410 -1.39162 1.53230 -0.1 0.4 -0.5
H -0.58783 -0.30655 0.30643 0.3 -0.5 0.1
H 0.98178 0.01989 -0.39792 0.3 0.4 0.5
C -1.27296 3.09052 3.74312 -0.4 0.4 1.0
Cl -2.58975 3.97583 2.92615 0.4 -0.1 0.4
Cl -1.11969 3.55769 5.51317 -0.1 -0.2 -1.1
H -1.55156 2.03677 3.75198 0.3 0.3 -0.2
H -0.32287 3.33504 3.26811 -0.3 -0.1 0.1
C -4.60847 0.56306 0.73084 -0.3 -0.1 -0.3
Cl -4.44484 1.82012 -0.50168 -0.1 0.1 0.0
Cl -3.12135 0.45162 1.70325 -0.5 -0.2 -0.2
H -5.49217 0.78906 1.32759 0.5 0.2 0.3
H -4.81082 -0.37062 0.20605 0.4 0.0 0.2
C -0.86372 3.01374 -1.52921 -0.4 0.7 1.2
C -1.49445 3.82072 -0.34048 -0.3 -0.5 -1.8
O -0.66472 4.82807 0.17275 1.7 2.8 -0.3
C -0.46824 6.07531 -0.46893 -0.9 -1.4 -1.1
O -0.90497 6.43623 -1.57503 1.1 -1.0 3.4
O 0.33142 6.76611 0.37823 -1.4 -0.8 -0.8
C 0.53281 8.13487 0.08549 1.2 0.5 -0.8
H 0.06504 2.58208 -1.15614 0.3 0.3 -0.2
H -0.71878 3.64722 -2.40431 0.1 -0.2 0.0
H -1.48841 2.14767 -1.74783 -0.3 0.2 -0.2
H -1.66862 3.10142 0.45974 -0.1 0.4 0.1
H -2.41238 4.34934 -0.59751 -0.4 -0.6 -0.3
H 1.28815 8.44346 0.80822 -0.5 0.3 0.2
H -0.35585 8.76397 0.03438 -0.2 -0.3 0.6
H 1.01094 8.27099 -0.88455 0.0 -0.3 -0.2
O -0.61872 -6.26741 2.43586 -0.9 1.9 0.8
C -1.53509 -5.84551 3.14341 2.4 -0.5 -1.2
O -1.75496 -4.57935 3.53873 -0.7 -1.5 0.1
C -0.92584 -3.56963 3.06327 0.9 2.0 0.3
C -1.39629 -2.25106 3.75808 0.4 -0.3 -1.0
C -2.49019 -6.80029 3.64994 -1.5 -1.7 1.1
H -0.93176 -3.54878 1.97349 -0.2 0.2 0.0
H 0.11019 -3.75342 3.34782 0.1 -0.2 0.1
H -0.77151 -1.39015 3.52022 0.5 -0.3 -0.1
H -1.34077 -2.36801 4.84037 -0.4 -0.1 -0.1
H -2.36323 -1.92144 3.37798 -0.3 -0.4 0.5
H -2.54944 -6.88585 4.73496 0.0 0.6 0.1
H -2.16522 -7.80085 3.36466 -0.2 0.2 -0.4
H -3.49997 -6.59140 3.29662 0.0 -0.1 0.0
O -0.00762 -0.55573 -2.48225 -0.9 -1.8 -0.8
C -0.94467 -1.24037 -2.89261 0.1 1.9 0.3
O -0.90311 -2.32893 -3.66419 0.3 0.7 0.7
C 0.36416 -2.85371 -3.96580 1.3 -2.8 -0.7
C 0.16210 -4.40864 -4.05833 -0.7 0.7 0.3
C -2.37389 -0.81644 -2.66615 0.0 -0.7 0.7
H 1.15738 -2.65986 -3.24378 -0.5 0.5 0.3
H 0.71242 -2.50406 -4.93769 -0.1 0.3 0.0
H 1.05037 -5.03872 -4.10368 0.2 0.5 -0.4
H -0.51987 -4.61271 -4.88378 0.3 -0.1 -0.2
H -0.37977 -4.77015 -3.18439 0.0 0.2 0.3
H -2.42110 -0.34333 -1.68531 0.0 0.6 -0.4
H -3.04673 -1.66891 -2.57303 0.1 -0.2 -0.4
H -2.70036 -0.20103 -3.50448 0.0 0.2 0.3
O 4.56243 1.71892 -0.46752 -0.2 -2.3 0.4
C 4.73396 0.53399 -0.14547 1.0 3.8 -0.8
O 4.34522 -0.48870 -0.85083 0.2 -2.1 0.3
C 3.82014 -0.45215 -2.14625 -1.8 0.4 -1.4
C 4.82127 -0.59236 -3.28418 0.2 -0.6 -0.3
C 5.64837 0.19346 0.99770 -0.5 -0.2 -0.1
H 3.09911 0.35267 -2.28931 0.7 0.9 0.2
H 3.09207 -1.26016 -2.21784 0.4 -0.6 0.3
H 4.40314 -0.37406 -4.26684 -0.4 0.7 0.2
H 5.05584 -1.64261 -3.45758 0.4 -0.2 0.6
H 5.74883 -0.02930 -3.18072 -0.2 0.1 0.2
H 5.31908 -0.68408 1.55411 -0.2 0.3 0.3
H 5.71459 1.12956 1.55218 0.3 -0.5 0.4
H 6.61150 -0.11310 0.58966 0.1 0.3 -0.1
```
Forces are in eV/Å.

Calculated values
HOMO level   -0.3707 hartree
Molecular weight   623.22 g mol⁻¹
Max |F|   3.99 eV Å⁻¹
Spin multiplicity   1
Gap between HOMO and LUMO   10.28 eV
SMILES string   CCOC(=O)OC.CCOC(C)=O.CCOC(C)=O.CCOC(C)=O.ClCCl.ClCCl.ClCCl
E_LUMO   0.192 eV



# C26H21AsF3GaNO2S4SbTe

A molecular structure, C26H21AsF3GaNO2S4SbTe (ωB97M-V with the def2-TZVPD basis set, OMol25).

Geometry as XYZ:
```
61
Properties=species:S:1:pos:R:3:forces:R:3
Ga -1.72221 3.31455 1.61653 2.2 2.5 3.2
S 2.28600 5.49966 0.97902 -0.4 0.6 -0.5
As 0.47334 5.59832 2.04731 0.6 -1.7 1.1
S -1.52373 5.39046 0.76249 0.4 -0.2 0.2
S 0.55294 3.37576 2.86864 2.1 0.8 -2.9
S 0.27169 7.02551 3.60234 -0.3 -0.2 -0.6
N -3.66796 2.90520 1.23837 -1.5 0.7 -0.9
C -3.70628 1.78302 0.28860 0.2 -0.6 -0.1
C -2.25701 1.21107 0.16457 1.7 -1.4 -0.9
O -2.07500 0.27383 -0.63182 -0.8 1.1 1.2
O -1.24698 1.74158 0.84938 -2.6 -1.7 -1.8
H -4.21601 2.71785 2.07600 0.2 0.1 0.2
H -4.02116 3.78845 0.81094 0.3 -0.9 0.6
H -4.03061 2.10690 -0.72850 0.3 -0.2 0.8
H -4.41557 0.96730 0.62315 1.0 0.8 -0.3
F 2.95520 -3.66461 -6.91358 -0.5 0.1 0.2
C 2.20693 -3.03619 -5.93311 1.8 -1.4 0.0
C 2.95336 -2.78839 -4.74994 -0.5 0.3 -1.3
C 2.35014 -1.97068 -3.83266 0.0 0.8 0.6
C 1.01755 -1.59110 -4.01004 -0.9 -0.3 0.6
C 0.29603 -2.01472 -5.10706 -1.4 0.5 -1.5
C 0.89455 -2.76970 -6.16759 -0.3 1.4 1.6
Sb -0.28157 -0.78645 -2.45033 0.5 0.7 0.6
C 1.25372 0.53565 -1.60954 -1.4 0.3 -1.5
C 1.45248 0.62847 -0.26579 0.6 0.4 0.5
C 2.53307 1.38442 0.22921 0.2 -0.3 -0.4
C 3.39686 2.00252 -0.65281 -0.5 0.0 -2.0
F 4.55229 2.61939 -0.27064 -0.8 -0.5 0.1
C 3.08804 2.04122 -2.05484 -1.1 -0.2 1.5
C 1.91847 1.40110 -2.49410 0.5 -1.0 -0.7
C -0.06192 -2.26803 -0.85136 -1.8 -0.1 -1.1
C -1.28958 -2.85432 -0.45560 1.9 -0.8 1.1
C -1.26453 -3.74288 0.62763 2.2 0.2 0.9
C -0.00580 -4.03067 1.26057 -0.1 0.0 -1.7
F 0.02655 -4.98816 2.23292 -0.2 0.6 -0.1
C 1.22496 -3.52375 0.78333 -1.8 -0.2 0.9
C 1.12732 -2.62352 -0.25542 0.1 0.9 -0.4
H 3.97478 -3.16106 -4.71055 -0.2 0.2 0.0
H 2.84519 -1.44379 -3.00232 0.2 -0.9 -0.2
H -0.77761 -1.60020 -5.26609 1.8 -1.0 0.4
H 0.36415 -2.99880 -7.07540 0.1 -0.1 -0.2
H 0.70956 0.15789 0.36519 0.4 -0.1 0.5
H 2.72529 1.42782 1.27068 0.0 0.2 0.8
H 3.68664 2.63259 -2.70349 0.4 0.4 -0.4
H 1.50630 1.37931 -3.55761 1.2 0.4 1.3
H -2.19889 -2.68547 -0.97962 -0.6 0.4 -0.2
H -2.12226 -4.15759 1.11819 -0.5 -0.2 -0.2
H 2.16314 -3.69142 1.28820 0.0 -0.3 0.0
H 1.96420 -2.03908 -0.59817 0.6 -0.3 0.1
Te -1.58700 3.45579 4.45243 -3.3 0.3 1.5
C -1.30995 1.32804 4.39346 -1.4 1.2 0.4
C -2.53696 0.67154 4.16582 0.2 -2.3 0.4
C -2.47995 -0.73346 3.95260 -1.0 0.9 0.1
C -1.27507 -1.39165 3.90639 0.8 -1.0 -0.5
C -0.08015 -0.69665 4.09549 0.2 0.2 0.7
C -0.10153 0.64628 4.52281 0.1 -0.4 -0.7
H -3.53953 1.12235 4.36196 1.2 0.1 -0.6
H -3.38448 -1.34080 3.80058 0.2 0.5 0.2
H -1.27176 -2.49514 3.74058 0.2 1.0 -0.1
H 0.87516 -1.19496 3.91353 -0.2 0.0 0.5
H 0.80516 1.14942 4.91903 -0.7 -0.2 -0.8
```
Forces are in eV/Å.

Calculated values
Energy above the lowest of the compared OMol25 structures with the same formula, charge and spin   374.8 kJ/mol
Net charge   -2
HOMO level   0.0288 hartree
Molecular weight   958.73 g mol⁻¹
Max |F|   4.59 eV Å⁻¹
Spin multiplicity   1
Gap between HOMO and LUMO   2.98 eV
E_LUMO   3.765 eV



# C4H7NO2

A single C4H7NO2 molecule (ωB97M-V with the def2-TZVPD basis set, OMol25).

Geometry as XYZ:
```
14
Properties=species:S:1:pos:R:3:forces:R:3
C -0.81747 -1.12334 0.32289 0.0 -0.1 0.0
C -0.42416 0.20934 -0.31037 -0.1 0.0 0.0
C -1.23006 1.36075 0.27636 -0.3 0.0 0.2
O -2.22248 1.19311 0.94363 0.4 0.1 -0.3
C 1.06512 0.56173 -0.25553 0.1 0.2 0.0
O 1.45727 1.70522 -0.09604 -0.1 -0.4 -0.1
N 1.92424 -0.47532 -0.44010 0.0 0.0 0.0
H -0.43651 -1.19848 1.34643 0.0 0.0 -0.1
H -1.90658 -1.19185 0.37344 0.2 0.0 0.0
H -0.45136 -1.97941 -0.25365 0.0 0.1 0.1
H -0.68168 0.19292 -1.38232 0.0 0.0 0.1
H -0.85462 2.37005 0.03639 -0.1 -0.1 0.0
H 1.62135 -1.43164 -0.51123 0.0 0.2 0.0
H 2.91163 -0.27750 -0.38856 -0.1 0.0 0.0
```
Forces are in eV/Å.

Calculated values
Energy above the lowest of the compared OMol25 structures with the same formula, charge and spin   45.1 kJ/mol
HOMO level   -0.3596 hartree
Molecular weight   101.10 g mol⁻¹
Max |F|   0.48 eV Å⁻¹
Spin multiplicity   1
Gap between HOMO and LUMO   10.45 eV
SMILES string   C[C@@H](C=O)C(N)=O
E_LUMO   0.666 eV



# C8H7N4O2

2 unconnected molecules or ions with the total composition C8H7N4O2 (ωB97M-V with the def2-TZVPD basis set, OMol25).

Geometry as XYZ:
```
21
Properties=species:S:1:pos:R:3:forces:R:3
C -2.01075 -2.52885 -0.65373 3.0 2.7 0.1
C -2.00232 -1.73131 0.50896 -1.6 -1.7 -1.7
C -0.96930 -2.34293 -1.60125 -0.9 -1.9 0.1
C -1.06498 -0.78759 0.71690 2.0 2.6 0.9
C 0.11606 -1.55310 -1.36189 2.0 1.6 0.5
C 0.04608 -0.74051 -0.17628 -1.1 -1.6 -1.2
C 1.66578 0.59791 1.15843 -1.8 -2.0 1.5
C -0.52205 3.91889 0.34882 -0.2 0.8 -0.9
N 2.62489 1.70390 -0.40889 1.4 2.9 0.4
N 1.83492 1.03934 -0.99521 -2.8 -3.7 -1.9
N 2.51236 1.60674 0.90581 -0.7 -2.2 0.5
N 1.10801 0.10860 0.05929 3.8 4.6 0.8
O 0.08913 3.01559 0.65986 1.8 -3.1 1.5
O -1.07163 4.81277 -0.06551 -1.7 2.4 -0.6
H -2.84075 -3.11295 -0.82463 -1.4 -1.5 -0.5
H -2.90088 -1.86257 1.06903 -0.2 0.4 0.9
H -0.91819 -2.98010 -2.47993 -0.3 0.2 0.0
H -1.19288 0.02409 1.53843 0.4 -1.7 -1.4
H 1.06059 -1.53079 -2.09323 -2.4 0.1 1.9
H 1.45151 0.12250 2.15670 0.4 1.0 -1.1
H 2.98440 2.22036 1.53830 0.4 0.1 0.3
```
Forces are in eV/Å.

Calculated values
Energy above the lowest of the compared OMol25 structures with the same formula, charge and spin   0.0 kJ/mol
Net charge   +1
HOMO level   -0.4811 hartree
Molecular weight   191.17 g mol⁻¹
Max |F|   5.98 eV Å⁻¹
Spin multiplicity   1
Gap between HOMO and LUMO   8.67 eV
E_LUMO   -4.419 eV



Which of these has the lowest max |F|? C4H7NO2



What is the spin multiplicity in the fifth record? 1